Entry 1:
# C4H13NO2

A 3-piece molecular cluster, C4H13NO2 overall (ωB97M-V with the def2-TZVPD basis set, the OMol25 dataset).

Cartesian coordinates (Å):
C: -2.154 0.331 -1.727
C: -1.479 -0.121 -0.432
C: -0.206 0.123 -0.140
N: 0.356 -0.188 1.106
C: 1.765 -0.553 1.167
H: -3.231 0.464 -1.639
H: -1.783 1.335 -1.913
H: -1.837 -0.290 -2.573
H: -2.105 -0.733 0.201
H: 0.496 0.537 -0.867
H: -0.236 -0.822 1.624
H: 2.357 0.357 1.165
H: 1.932 -1.150 2.064
H: 2.064 -1.197 0.335
O: 3.080 0.384 -4.565
H: 2.592 0.704 -3.795
H: 3.992 0.212 -4.316
O: -1.992 0.019 5.078
H: -1.074 0.135 4.808
H: -2.538 0.453 4.418

Output
Highest occupied orbital energy   -7.975 eV
Kohn-Sham gap   8.526 eV
Structure (SMILES)   C/C=C/NC.O.O


Entry 2:
# C2H2Cl2O2S

A 2-piece molecular cluster, C2H2Cl2O2S overall (ωB97M-V with the def2-TZVPD basis set, the OMol25 dataset).

Cartesian coordinates (Å):
C: 0.065 0.310 0.377
C: -0.942 -0.458 0.178
O: 3.067 0.589 -1.988
O: 3.035 -1.689 -1.031
S: 2.777 -0.256 -0.841
Cl: -2.599 -0.450 0.444
Cl: 4.053 0.365 0.718
H: 0.617 0.975 0.974
H: -0.738 -1.181 -0.537

Output
Highest occupied orbital energy (alpha / beta)   -10.679 / -9.894 eV
Kohn-Sham gap (alpha / beta)   9.063 / 6.380 eV


Entry 3:
# C6H8BeO5

C6H8BeO5 as an isolated structure (ωB97M-V with the def2-TZVPD basis set, the OMol25 dataset).

Cartesian coordinates (Å):
Be: -2.318 -0.239 1.119
O: -2.330 -0.668 -0.201
O: -0.401 -1.551 -0.965
C: 0.535 -1.232 -1.995
C: -0.119 -0.048 -2.704
O: -1.093 0.419 -1.765
C: -1.154 -0.434 -0.690
H: 1.501 -0.967 -1.544
H: 0.657 -2.113 -2.631
H: -0.639 -0.349 -3.621
H: 0.584 0.766 -2.911
O: -0.878 0.302 1.617
C: 0.063 0.629 2.703
C: 1.343 0.930 1.918
O: 0.929 0.724 0.524
C: -0.287 0.408 0.465
H: -0.361 1.488 3.228
H: 0.127 -0.250 3.348
H: 2.156 0.224 2.107
H: 1.686 1.964 2.000

Output
Highest occupied orbital energy   -18.345 eV
Net charge   +2
Kohn-Sham gap   8.170 eV


Entry 4:
# C29H26N4OsS3

C29H26N4OsS3 as an isolated structure (ωB97M-V with the def2-TZVPD basis set, the OMol25 dataset).

Cartesian coordinates (Å):
Os: -0.431 -0.593 0.011
S: 4.719 -3.412 -0.243
C: 6.371 -3.787 -0.226
C: 7.193 -2.661 -0.210
C: 6.470 -1.489 -0.212
C: 5.067 -1.701 -0.232
C: 4.056 -0.717 -0.229
C: 2.684 -1.085 -0.243
N: 1.705 -0.221 -0.213
C: 2.010 1.129 -0.152
C: 3.344 1.599 -0.159
C: 3.572 3.022 -0.123
C: 2.537 3.884 -0.097
C: 1.176 3.413 -0.103
C: 0.083 4.272 -0.107
C: -1.206 3.758 -0.119
C: -1.342 2.349 -0.104
N: -0.336 1.501 -0.088
C: 0.939 2.023 -0.109
C: -2.380 4.609 -0.130
C: -2.423 5.983 -0.150
C: -3.735 6.499 -0.148
C: -4.678 5.513 -0.125
S: -3.982 3.963 -0.105
C: 4.365 0.673 -0.200
H: 6.682 -4.822 -0.229
H: 8.271 -2.716 -0.196
H: 6.928 -0.512 -0.209
H: 2.394 -2.130 -0.284
H: 4.593 3.380 -0.123
H: 2.708 4.952 -0.072
H: 0.252 5.340 -0.101
H: -2.331 1.909 -0.094
H: -1.543 6.611 -0.176
H: -3.974 7.552 -0.160
H: -5.751 5.622 -0.120
H: 5.390 1.016 -0.210
C: -3.307 -1.771 -1.445
C: -3.492 -1.180 -0.032
C: -3.870 -2.291 0.983
C: -4.615 -0.126 -0.037
C: -2.263 -0.582 0.558
H: -3.494 -2.845 -1.455
H: -2.299 -1.600 -1.826
H: -3.998 -1.313 -2.152
H: -4.762 -2.801 0.619
H: -4.085 -1.876 1.968
H: -3.070 -3.028 1.082
H: -5.544 -0.600 -0.357
H: -4.399 0.682 -0.740
H: -4.772 0.299 0.957
H: -2.478 -0.087 1.514
S: 0.214 -1.702 2.440
C: -0.027 -2.988 1.373
N: -0.047 -4.288 1.752
C: -0.318 -5.322 0.858
C: -0.515 -5.007 -0.460
C: -0.458 -3.676 -0.844
N: -0.234 -2.676 0.091
H: 0.090 -4.480 2.733
H: -0.357 -6.321 1.260
H: -0.717 -5.781 -1.184
H: -0.583 -3.366 -1.870

Output
Highest occupied orbital energy (alpha / beta)   -10.602 / -13.175 eV
Spin multiplicity   5
Net charge   +2
Kohn-Sham gap (alpha / beta)   3.584 / 3.805 eV


Entry 5:
# C13H12FN4O10

A 2-piece molecular cluster, C13H12FN4O10 overall (ωB97M-V with the def2-TZVPD basis set, the OMol25 dataset).

Cartesian coordinates (Å):
C: 1.256 -2.959 4.171
C: 1.804 -1.645 3.690
O: 0.726 -0.714 3.444
C: 1.159 0.519 3.082
C: 0.034 1.333 2.659
F: -1.147 0.733 2.888
C: -0.060 2.342 1.641
O: 0.853 2.770 0.929
O: -1.350 2.733 1.518
C: -1.497 3.875 0.646
C: -2.947 4.124 0.374
O: 2.329 0.861 3.126
H: 2.090 -3.653 4.264
H: 0.780 -2.874 5.148
H: 0.532 -3.393 3.482
H: 2.461 -1.217 4.455
H: 2.358 -1.793 2.753
H: -1.063 4.744 1.154
H: -0.971 3.675 -0.295
H: -3.016 4.964 -0.317
H: -3.428 3.268 -0.096
H: -3.495 4.378 1.280
O: 6.112 6.832 5.120
N: 6.264 5.667 4.717
O: 7.310 5.013 4.936
C: 5.216 4.984 3.959
C: 5.414 3.666 3.576
C: 4.426 2.978 2.828
N: 4.834 1.776 2.135
O: 5.854 1.183 2.545
O: 4.199 1.413 1.135
C: 3.142 3.506 2.581
C: 2.977 4.833 2.948
N: 1.965 5.752 2.586
O: 0.912 5.661 1.978
O: 2.382 6.999 3.068
N: 3.615 6.926 3.690
C: 3.972 5.618 3.591
H: 6.356 3.173 3.759
H: 2.357 2.983 2.052

Output
Highest occupied orbital energy   -3.681 eV
Net charge   -1
Kohn-Sham gap   4.115 eV


Entry 6:
# C7H15ClI2IrN2OP

C7H15ClI2IrN2OP as an isolated structure (ωB97M-V with the def2-TZVPD basis set, the OMol25 dataset).

Cartesian coordinates (Å):
I: 0.485 4.425 -0.500
I: 1.999 2.049 -0.102
Ir: 0.297 0.097 -0.030
P: -0.332 0.050 -2.165
C: 0.801 -0.950 -3.167
C: -1.937 -0.774 -2.395
H: -1.180 2.272 -2.481
H: -0.744 1.459 -4.033
H: 0.526 2.178 -2.985
C: -0.436 1.655 -2.995
H: -2.683 -0.246 -1.791
H: -2.231 -0.767 -3.452
H: 0.474 -0.945 -4.214
H: 0.795 -1.979 -2.788
H: -1.855 -1.811 -2.050
H: 1.811 -0.532 -3.089
C: 1.759 -1.043 -0.176
O: 2.730 -1.682 -0.267
Cl: -1.755 1.333 0.186
C: -0.324 0.464 5.285
N: 0.161 -0.553 4.342
C: 0.659 -1.835 4.868
C: 0.192 -0.301 3.071
N: 0.259 -0.051 1.936
H: -0.195 0.067 6.292
H: -1.385 0.689 5.106
H: 0.251 1.395 5.178
H: 0.048 -2.673 4.502
H: 1.701 -2.003 4.555
H: 0.607 -1.787 5.958

Output
Highest occupied orbital energy (alpha / beta)   -18.795 / -19.900 eV
Spin multiplicity   6
Net charge   +3
Kohn-Sham gap (alpha / beta)   9.008 / 4.800 eV


Entry 7:
# C21H16ClNO5SSe2Te2V

C21H16ClNO5SSe2Te2V as an isolated structure (ωB97M-V with the def2-TZVPD basis set, the OMol25 dataset).

Cartesian coordinates (Å):
V: 1.062 0.858 0.148
C: -3.666 0.264 2.011
C: -2.469 -0.587 1.683
C: -1.743 -1.208 2.694
C: -0.660 -2.019 2.402
C: -0.282 -2.240 1.084
C: -0.991 -1.625 0.064
C: -2.067 -0.793 0.368
H: -4.498 -0.357 2.353
H: -4.001 0.824 1.137
H: -3.426 0.984 2.792
H: -2.005 -1.025 3.730
H: -0.082 -2.455 3.205
H: 0.565 -2.877 0.864
H: -0.718 -1.775 -0.972
H: -2.610 -0.310 -0.437
Se: 3.127 -0.213 1.140
Te: 3.170 -2.176 2.525
Te: 1.453 -0.026 4.619
Se: 1.522 1.292 2.594
O: -1.776 2.683 2.124
C: -1.222 3.088 1.138
N: -0.560 2.329 0.166
S: 0.345 3.302 -0.781
O: 1.699 3.069 -0.221
O: 0.208 3.068 -2.192
C: -0.379 4.830 -0.313
C: -0.192 6.098 -0.828
C: -0.877 7.129 -0.199
C: -1.695 6.877 0.900
C: -1.862 5.593 1.402
C: -1.191 4.561 0.777
H: 0.449 6.276 -1.680
H: -0.773 8.143 -0.565
H: -2.211 7.706 1.369
H: -2.492 5.385 2.256
Cl: 6.523 1.302 -5.271
C: 4.989 0.886 -4.550
C: 4.612 1.484 -3.359
C: 3.395 1.141 -2.788
C: 2.558 0.225 -3.409
C: 2.950 -0.355 -4.609
C: 4.170 -0.036 -5.182
C: 1.221 -0.155 -2.837
O: 0.357 -0.593 -3.559
O: 1.095 -0.044 -1.534
H: 5.268 2.201 -2.884
H: 3.099 1.609 -1.858
H: 2.278 -1.055 -5.086
H: 4.489 -0.490 -6.110

Output
Highest occupied orbital energy (alpha / beta)   -4.095 / -4.038 eV
Spin multiplicity   3
Net charge   -1
Kohn-Sham gap (alpha / beta)   5.540 / 5.987 eV


Entry 8:
# C5H9NO

One molecule with the formula C5H9NO (ωB97M-V with the def2-TZVPD basis set, the OMol25 dataset).

Cartesian coordinates (Å):
C: 1.404 1.331 0.387
C: -0.103 1.063 0.459
C: -0.453 -0.258 -0.198
C: -0.278 -1.488 0.671
N: -1.633 -0.224 -1.143
C: -0.384 -0.447 -1.651
O: 0.199 -0.734 -2.660
H: 1.988 0.420 0.557
H: 1.720 2.065 1.134
H: 1.692 1.702 -0.601
H: -0.447 1.037 1.500
H: -0.657 1.868 -0.033
H: 0.622 -1.394 1.285
H: -0.193 -2.410 0.086
H: -1.137 -1.574 1.346
H: -2.338 -0.955 -1.138

Output
Highest occupied orbital energy   -9.364 eV
Kohn-Sham gap   10.287 eV
Structure (SMILES)   CC[C@@]1(C)NC1=O


Entry 9:
# C33H19F4N11OPt

C33H19F4N11OPt as an isolated structure (ωB97M-V with the def2-TZVPD basis set, the OMol25 dataset).

Cartesian coordinates (Å):
Pt: -0.385 -1.667 0.323
N: -1.798 -3.768 -1.072
C: -2.727 -4.737 -1.046
C: -3.495 -4.540 0.081
C: -2.961 -3.407 0.695
N: -1.934 -2.945 -0.015
H: -1.106 -3.599 -1.784
H: -2.792 -5.482 -1.821
H: -4.327 -5.134 0.416
H: -3.289 -2.899 1.588
N: -3.112 4.838 -1.549
C: -4.029 5.643 -2.175
C: -4.109 7.018 -2.361
C: -5.200 7.479 -3.068
C: -6.185 6.611 -3.570
C: -6.111 5.250 -3.385
C: -5.012 4.755 -2.672
N: -4.682 3.471 -2.346
C: -3.552 3.545 -1.684
C: -2.872 2.365 -1.196
C: -3.469 1.113 -1.386
C: -2.816 -0.022 -0.970
N: -1.617 0.021 -0.375
C: -1.036 1.213 -0.174
C: -1.626 2.395 -0.558
H: -2.277 5.153 -1.090
H: -3.362 7.698 -1.971
H: -5.300 8.542 -3.242
H: -7.020 7.029 -4.115
H: -6.858 4.572 -3.774
H: -4.434 1.060 -1.869
H: -3.262 -0.996 -1.114
H: -0.065 1.215 0.300
H: -1.102 3.322 -0.371
F: 3.231 -1.411 -2.126
C: 4.533 -1.416 -1.850
C: 5.414 -1.649 -2.845
F: 4.960 -1.864 -4.056
C: 6.833 -1.678 -2.604
C: 7.239 -1.441 -1.240
C: 6.345 -1.195 -0.254
F: 6.775 -0.959 0.969
C: 4.938 -1.183 -0.498
C: 4.011 -0.978 0.517
C: 2.620 -0.997 0.342
N: 1.472 -1.034 0.393
C: 4.331 -0.784 1.897
N: 4.447 -0.631 3.031
F: 8.513 -1.453 -0.949
C: 7.740 -1.905 -3.610
C: 7.372 -2.094 -4.974
N: 7.139 -2.237 -6.090
C: 9.150 -1.969 -3.414
N: 10.294 -2.049 -3.336
N: 0.293 -1.054 7.645
C: -0.346 -2.011 6.942
O: -0.950 -2.932 7.442
C: -0.309 -1.895 5.428
C: -0.740 -3.002 4.709
C: -0.773 -2.945 3.330
N: -0.413 -1.849 2.655
C: 0.005 -0.783 3.337
C: 0.071 -0.762 4.719
H: 0.288 -1.133 8.649
H: 0.884 -0.353 7.241
H: -1.051 -3.895 5.234
H: -1.100 -3.798 2.750
H: 0.298 0.090 2.767
H: 0.407 0.144 5.203

Output
Highest occupied orbital energy (alpha / beta)   -12.396 / -12.396 eV
Net charge   +2
Kohn-Sham gap (alpha / beta)   4.256 / 4.259 eV


Entry 10:
# CH4N2O2S

One molecule with the formula CH4N2O2S (ωB97M-V with the def2-TZVPD basis set, the OMol25 dataset).

Cartesian coordinates (Å):
C: -0.357 0.420 -0.169
N: 0.795 -0.034 0.314
N: -1.359 -0.330 -0.539
O: -3.415 -1.002 0.750
O: -3.195 1.415 0.091
S: -3.382 -0.035 -0.306
H: -0.358 1.460 -0.412
H: 1.579 0.615 0.430
H: 0.847 -1.098 0.353
H: -1.373 -1.336 -0.564

Output
Highest occupied orbital energy (alpha / beta)   -5.453 / -10.276 eV
Spin multiplicity   3
Kohn-Sham gap (alpha / beta)   5.857 / 7.897 eV


Entry 11:
# C8H21N4OP

A 2-piece molecular cluster, C8H21N4OP overall (ωB97M-V with the def2-TZVPD basis set, the OMol25 dataset).

Cartesian coordinates (Å):
C: 3.260 1.064 -0.670
C: 0.874 1.177 -0.753
C: -3.763 -2.074 -0.906
C: 4.565 -0.625 -0.547
C: -3.170 -0.907 -0.147
C: -0.098 0.888 1.552
C: -2.612 0.155 -1.063
C: -0.408 0.476 0.118
N: -1.358 1.012 2.259
N: 2.045 0.545 -0.397
N: 3.522 2.264 -1.074
N: -1.611 1.073 -0.324
O: 0.739 2.152 -1.438
P: 4.067 -1.209 1.100
H: -4.243 -2.846 -0.306
H: -4.554 -1.831 -1.610
H: -2.920 -2.436 -1.472
H: 4.080 -1.118 -1.278
H: 5.473 -0.146 -0.687
H: -2.388 -1.446 0.461
H: -4.012 -0.425 0.438
H: 0.682 0.118 2.046
H: 0.475 1.856 1.579
H: -2.047 -0.120 -2.056
H: -3.407 0.755 -1.432
H: -0.222 -0.617 -0.103
H: -1.064 1.316 3.244
H: -1.761 0.063 2.264
H: 2.004 -0.417 -0.005
H: 4.373 2.535 -1.574
H: 2.709 2.918 -1.232
H: -1.408 1.884 -0.832
H: -2.051 1.358 0.532
H: 5.410 -1.049 1.643
H: 4.573 -2.390 0.958

Output
Highest occupied orbital energy (alpha / beta)   -13.470 / -17.072 eV
Spin multiplicity   3
Net charge   +2
Kohn-Sham gap (alpha / beta)   6.031 / 6.102 eV


Entry 12:
# C28H27AsN3O2STc

C28H27AsN3O2STc as an isolated structure (ωB97M-V with the def2-TZVPD basis set, the OMol25 dataset).

Cartesian coordinates (Å):
Tc: 0.636 2.208 0.034
O: -1.201 2.631 -0.384
C: -2.327 2.385 0.281
C: -3.536 2.704 -0.345
C: -4.736 2.461 0.288
C: -4.778 1.900 1.569
C: -3.596 1.594 2.198
C: -2.356 1.825 1.575
C: -1.179 1.460 2.311
N: 0.035 1.603 1.898
C: 1.154 1.075 2.688
C: 2.371 1.956 2.440
N: 2.455 2.256 0.998
C: 3.592 2.533 0.450
C: 3.797 2.936 -0.906
C: 5.128 3.104 -1.339
C: 5.412 3.539 -2.607
C: 4.354 3.838 -3.474
C: 3.043 3.698 -3.079
C: 2.737 3.239 -1.794
O: 1.459 3.134 -1.455
H: -3.498 3.139 -1.334
H: -5.660 2.713 -0.217
H: -5.725 1.720 2.057
H: -3.598 1.161 3.192
H: -1.334 1.037 3.300
H: 1.336 0.058 2.332
H: 0.904 1.034 3.748
H: 3.284 1.472 2.786
H: 2.254 2.903 2.972
H: 4.481 2.470 1.078
H: 5.931 2.880 -0.647
H: 6.435 3.659 -2.933
H: 4.568 4.191 -4.475
H: 2.224 3.934 -3.744
N: 1.771 -7.308 -2.556
C: 1.652 -6.204 -2.260
C: 1.496 -4.822 -1.893
C: 1.506 -3.837 -2.879
C: 1.348 -2.511 -2.525
C: 1.172 -2.164 -1.183
C: 1.160 -3.155 -0.197
C: 1.327 -4.480 -0.553
C: 1.001 -0.796 -0.809
C: 0.844 0.371 -0.493
H: 1.640 -4.117 -3.915
H: 1.359 -1.738 -3.281
H: 1.001 -2.878 0.838
H: 1.326 -5.255 0.202
C: -2.772 -1.317 -0.401
As: -2.609 -2.353 1.215
C: -4.348 -2.283 2.038
C: -2.400 -4.174 0.627
S: -1.077 -1.736 2.497
H: -3.527 -1.763 -1.048
H: -1.807 -1.297 -0.903
H: -3.065 -0.300 -0.141
H: -5.100 -2.684 1.358
H: -4.577 -1.246 2.273
H: -4.321 -2.867 2.955
H: -3.261 -4.475 0.033
H: -2.309 -4.812 1.505
H: -1.493 -4.249 0.030

Output
Highest occupied orbital energy (alpha / beta)   -10.944 / -10.977 eV
Spin multiplicity   4
Net charge   +1
Kohn-Sham gap (alpha / beta)   7.728 / 6.073 eV


Going through the records in order, we get strongest force on any atom values of 1.39; 2.33; 5.58; 1.73; 2.64; 6.20; 1.27; 0.54; 1.81; 4.36; 5.48; 0.10 eV/Å.